Record 1
The following is a DFT calculation (ωB97M-V/def2-TZVPD) of a single C3H7NO2 molecule.

```
! wB97M-V def2-TZVPD RIJCOSX def2/J DEFGRID3
* xyz 0 1
H 1.221 -1.567 0.738
C 0.332 -0.949 0.548
H -0.145 1.778 -0.442
O -1.571 0.034 -2.142
C -0.901 0.408 -1.218
C 0.455 -0.252 -0.809
H -1.218 1.290 0.545
O 0.199 0.041 1.564
H -0.003 -0.400 2.399
H 0.708 -0.954 -1.599
H -0.548 -1.606 0.528
N -1.147 1.573 -0.438
H 1.303 0.456 -0.721
*
```

Output
Maximum force = 0.032 Eh/bohr
Electronic energy = -323.7170 Eh
Kohn-Sham gap = 10.313 eV

---

Record 2
The following is a DFT calculation (ωB97M-V/def2-TZVPD) of a single C3H7NO2 molecule.

```
! wB97M-V def2-TZVPD RIJCOSX def2/J DEFGRID3
* xyz 0 1
C -1.531 -0.934 0.763
C 0.648 -0.194 0.607
H 0.598 1.285 -2.373
H 0.331 -0.393 -2.009
C 0.924 0.678 -0.429
O 1.463 1.815 0.024
O -0.204 -1.271 0.429
N 0.698 0.508 -1.741
H -1.596 -0.547 1.787
H -1.940 -0.171 0.087
H 1.520 -0.450 1.204
H 1.221 1.513 0.982
H -2.133 -1.841 0.671
*
```

Output
Maximum force = 0.042 Eh/bohr
Electronic energy = -323.6659 Eh
Kohn-Sham gap = 8.548 eV

---

Record 3
The following is a DFT calculation (ωB97M-V/def2-TZVPD) of a single C3H7NO2 molecule.

```
! wB97M-V def2-TZVPD RIJCOSX def2/J DEFGRID3
* xyz 0 1
H 0.513 -0.291 1.448
C 0.520 -0.026 0.389
O -1.499 -0.828 -0.544
C 0.964 -1.431 -0.275
H 0.755 1.865 -0.109
N -1.279 1.447 -0.563
H 2.042 -1.501 -0.369
O 1.270 1.182 0.356
H -1.658 1.990 0.207
H -1.991 1.334 -1.279
C -0.865 0.144 -0.202
H 0.506 -1.726 -1.234
H 0.608 -2.206 0.420
*
```

Output
Maximum force = 0.018 Eh/bohr
Electronic energy = -323.7256 Eh
Kohn-Sham gap = 10.815 eV

---

Record 4
The following is a DFT calculation (ωB97M-V/def2-TZVPD) of a single C3H7NO2 molecule.

```
! wB97M-V def2-TZVPD RIJCOSX def2/J DEFGRID3
* xyz 0 1
H -1.660 -1.027 -0.657
O 2.213 -0.026 -0.075
H 0.232 -1.522 1.259
H 0.277 0.897 1.397
N -1.184 1.258 -0.188
H -0.691 1.964 -0.861
H 0.678 0.027 -1.496
H -1.845 1.705 0.470
C -0.091 -1.034 0.384
C 0.817 -0.129 -0.405
O -1.172 -1.722 -0.229
C -0.158 0.509 0.498
H 2.585 -0.899 -0.096
*
```

Output
Maximum force = 0.057 Eh/bohr
Electronic energy = -323.6813 Eh
Kohn-Sham gap = 9.989 eV

---

Record 5
The following is a DFT calculation (ωB97M-V/def2-TZVPD) of a single C3H7NO2 molecule.

```
! wB97M-V def2-TZVPD RIJCOSX def2/J DEFGRID3
* xyz 0 1
H 1.593 -0.631 0.159
H -1.659 0.310 1.437
O 0.572 2.242 1.477
H 0.249 -1.257 -2.284
H 0.875 0.421 2.317
C -0.755 0.337 0.817
H -0.977 0.880 -0.109
C 0.715 -1.127 -0.284
C 0.323 1.068 1.596
O -0.396 -1.002 0.586
N 0.478 -0.565 -1.584
H 0.907 -2.203 -0.304
H 1.234 0.021 -1.908
*
```

Output
Maximum force = 0.009 Eh/bohr
Electronic energy = -323.7095 Eh
Kohn-Sham gap = 10.537 eV

---

Record 6
The following is a DFT calculation (ωB97M-V/def2-TZVPD) of a molecular structure, C3H7NO2.

```
! wB97M-V def2-TZVPD RIJCOSX def2/J DEFGRID3
* xyz 0 1
H -0.795 -2.277 0.559
C -0.652 -1.388 1.185
H -1.562 0.628 -0.541
O 0.337 0.766 -1.952
N 1.426 -0.207 0.689
C 0.097 -0.277 0.499
C -0.518 0.739 -0.256
O 2.035 0.601 -0.086
H -0.065 -1.689 2.058
H -1.635 -1.061 1.540
H 0.312 1.696 -2.232
H 1.202 0.708 -1.383
H -0.182 1.759 -0.080
*
```

Output
Maximum force = 0.006 Eh/bohr
Electronic energy = -323.5993 Eh
Kohn-Sham gap (alpha / beta) = 8.310 / 8.311 eV